DFT (ωB97M-V/def2-TZVPD) results for a structure of composition C4H5AlO3 at a distorted geometry.

Calculated values
Orbital gap (alpha / beta): 5.933 / 5.117 eV
Lowest unoccupied orbital energy (alpha / beta): -5.8520 / -7.0172 eV
Calculated total energy: -16959.8542 eV
Highest occupied orbital energy (alpha / beta): -11.78 / -12.13 eV
2S+1: 2
Energy relative to the best compared isomer or geometry (same formula, charge and spin): 0.0000 eV
Maximum force: 0.0441 Eh/bohr
Net charge: +1

Element x y z (Å)
O -1.67 1.71 -0.17
C -2.45 0.72 0.08
C -1.96 -0.60 -0.04
O -0.76 -0.77 -0.50
C 2.05 -0.92 0.35
C 2.29 0.41 0.10
O 1.40 1.21 -0.46
Al -0.15 0.93 -0.84
H -3.48 0.90 0.42
H -2.59 -1.47 0.17
H 1.84 -1.58 -0.49
H 2.17 -1.28 1.37
H 3.33 0.75 0.01

Listed below, in e, are the Mulliken charges computed for each atom: -0.2647, 0.0116, 0.1019, -0.2343, -0.7998, 0.1238, -0.0412, 0.3699, 0.3871, 0.3817, 0.3079, 0.3002, 0.3558

DFT (ωB97M-V/def2-TZVPD) results for a structure of composition C4H5AlO6 at a distorted geometry.

Calculated values
Orbital gap (alpha / beta): 2.401 / 2.404 eV
Lowest unoccupied orbital energy (alpha / beta): -14.5742 / -14.5738 eV
Calculated total energy: -23086.2212 eV
Highest occupied orbital energy (alpha / beta): -16.98 / -16.98 eV
Energy relative to the best compared isomer or geometry (same formula, charge and spin): 2.2451 eV
Maximum force: 0.2172 Eh/bohr
Net charge: +2

Element x y z (Å)
O -0.94 -0.34 2.84
C -1.20 -0.84 1.70
O -1.69 -2.01 1.63
O -0.97 -0.17 0.60
Al -1.57 -1.78 3.26
C 0.02 0.85 0.56
C 1.03 1.35 -0.41
H -0.48 1.72 0.99
H 1.00 0.43 1.12
H 0.56 2.07 -1.10
O 1.48 0.19 -1.37
C 0.52 -0.28 -2.11
O -0.63 0.15 -2.06
O 0.78 -1.53 -2.47
H 0.27 -1.74 -3.27
H 1.81 1.93 0.09

Listed below, in e, are the Mulliken charges computed for each atom: 0.0620, 0.9643, -0.0196, -0.1449, 0.6257, -0.1287, -0.7262, 0.3628, 0.2807, 0.3555, -0.3536, 0.7650, -0.4999, -0.3908, 0.3950, 0.4526

DFT (ωB97M-V/def2-TZVPD) results for the molecule C4H5BO2 at a distorted geometry.

Calculated values
Orbital gap: 9.202 eV
Lowest unoccupied orbital energy: 0.3253 eV
Calculated total energy: -8998.0925 eV
Highest occupied orbital energy: -8.88 eV
Energy relative to the best compared isomer or geometry (same formula, charge and spin): 2.1537 eV
Maximum force: 0.1056 Eh/bohr

Element x y z (Å)
O -2.91 -0.34 0.46
B -1.80 0.02 -0.11
O -1.19 0.65 -1.02
C -0.20 0.33 0.05
C 1.20 1.10 0.37
C 1.98 0.05 0.03
C 0.73 -0.85 -0.20
H -3.67 0.14 0.08
H 1.53 1.93 0.91
H 3.05 -0.24 0.32
H 0.61 -1.05 -1.32
H 0.66 -1.74 0.43

Listed below, in e, are the Mulliken charges computed for each atom: -0.4383, 0.5522, -0.4170, 0.1565, -0.5066, -0.3865, -0.4263, 0.3109, 0.3714, 0.2699, 0.2156, 0.2983

DFT (ωB97M-V/def2-TZVPD) results for the molecule C4H5Br2N at a distorted geometry.

Calculated values
Orbital gap: 10.807 eV
Lowest unoccupied orbital energy: -0.0536 eV
Calculated total energy: -145803.0570 eV
Highest occupied orbital energy: -10.86 eV
Energy relative to the best compared isomer or geometry (same formula, charge and spin): 0.0577 eV
Maximum force: 0.0759 Eh/bohr

Element x y z (Å)
C -0.36 1.30 0.04
C 0.16 -0.12 -0.37
Br -0.09 -0.35 -2.32
C 1.63 -0.20 -0.23
N 2.78 -0.40 -0.33
C -0.57 -1.10 0.43
Br 0.13 -1.31 2.25
H 0.22 1.89 0.70
H -0.46 1.91 -0.79
H -1.36 1.25 0.43
H -1.58 -0.84 0.33
H -0.48 -2.03 -0.15

Listed below, in e, are the Mulliken charges computed for each atom: -1.4370, 0.6997, -0.0563, 0.0729, -0.4438, -0.8941, -0.1278, 0.3645, 0.4994, 0.3526, 0.5140, 0.4557

- Which of these has the highest energy relative to the best compared isomer or geometry (same formula, charge and spin)?
  C4H5AlO6

- Which formula does entry 1 have?
  C4H5AlO3

- What is the maximum force in the second record?
  0.2172 Eh/bohr

- energy relative to the best compared isomer or geometry (same formula, charge and spin) of number 3 (C4H5BO2)?
  2.1537 eV